# 1
Computed, not measured: a structure of composition C29H37BrN4O8PPtS2Te, with ωB97M-V/def2-TZVPD.

The geometry in XYZ format:
```
84
C29H37BrN4O8PPtS2Te | the OMol25 dataset | ωB97M-V/def2-TZVPD
Pt -0.17 -0.72 -0.80
C 3.55 5.42 0.56
C 3.16 3.98 0.73
C 1.95 3.62 1.31
C 1.58 2.29 1.44
C 2.43 1.30 0.98
C 3.64 1.63 0.39
C 4.00 2.96 0.27
S 1.95 -0.40 1.10
O 0.56 -0.38 1.59
O 2.91 -1.08 1.94
N 1.97 -0.87 -0.42
C 2.42 -2.24 -0.70
C 1.31 -3.29 -0.57
O 1.62 -4.48 -0.62
O 0.11 -2.86 -0.42
H 2.80 6.08 1.00
H 3.64 5.67 -0.50
H 4.51 5.63 1.02
H 1.28 4.40 1.66
H 0.63 2.02 1.87
H 4.28 0.85 0.00
H 4.94 3.22 -0.21
H 3.25 -2.53 -0.06
H 2.76 -2.26 -1.74
C -0.21 -6.63 2.93
C -0.02 -6.23 1.47
C -1.26 -5.66 0.82
N -1.62 -4.40 1.46
C -2.41 -3.50 0.93
S -3.30 -3.65 -0.47
N -2.50 -2.29 1.64
C -1.91 -1.95 2.82
O -1.19 -2.70 3.47
C -2.23 -0.57 3.32
C -1.27 0.05 4.11
C -1.51 1.32 4.63
C -2.72 1.95 4.37
C -3.68 1.33 3.58
C -3.43 0.07 3.05
H 0.70 -7.06 3.34
H -1.02 -7.36 3.03
H -0.47 -5.77 3.56
H 0.28 -7.11 0.88
H 0.80 -5.52 1.36
H -2.10 -6.36 0.91
H -1.09 -5.45 -0.24
H -1.16 -4.14 2.33
H -3.01 -1.59 1.13
H -0.34 -0.46 4.30
H -0.76 1.81 5.23
H -2.91 2.94 4.77
H -4.62 1.82 3.38
H -4.20 -0.42 2.46
Br -2.69 3.88 0.70
C -2.96 2.26 -0.23
C -3.86 2.18 -1.27
C -3.97 0.98 -1.96
C -3.13 -0.07 -1.61
N -2.26 0.02 -0.61
C -2.19 1.16 0.10
H -4.46 3.04 -1.54
H -4.66 0.87 -2.78
H -3.13 -1.01 -2.15
H -1.45 1.19 0.89
C -1.11 3.41 -5.51
C -0.96 2.92 -4.09
O 0.42 2.60 -3.86
P 0.74 1.48 -2.75
O 0.12 1.82 -1.43
Te 0.01 -0.67 -3.54
O 2.32 1.59 -2.68
C 3.15 1.23 -3.79
C 4.39 0.55 -3.24
H -2.14 3.73 -5.70
H -0.87 2.61 -6.21
H -0.44 4.25 -5.71
H -1.58 2.04 -3.92
H -1.26 3.69 -3.37
H 3.39 2.14 -4.34
H 2.60 0.56 -4.46
H 4.91 1.22 -2.55
H 5.07 0.29 -4.05
H 4.10 -0.35 -2.70
```

As for the net charge: -1. The spin multiplicity is 3. Its energy above the lowest of the compared OMol25 structures with the same formula, charge and spin is 9.2 kcal/mol. The value obtained for the maximum force is 0.48 eV Å⁻¹. The HOMO-LUMO gap (alpha / beta) is 6.141 / 7.070 eV. The calculation puts the HOMO energy (alpha / beta) at -0.14983 / -0.18433 Ha.

# 2
Computed, not measured: a structure of composition C29H37CaN5S at a distorted geometry, with ωB97M-V/def2-TZVPD.

The geometry in XYZ format:
```
73
C29H37CaN5S | the OMol25 dataset | ωB97M-V/def2-TZVPD
Ca 0.12 0.00 -0.16
N 1.51 3.55 -0.39
N -2.56 0.68 -1.19
C 0.55 -1.99 0.90
C -0.91 -1.79 1.06
C -1.13 -0.55 1.87
C -2.43 -0.01 2.23
H -3.22 -0.58 1.73
H -2.56 1.05 2.00
H -2.55 -0.13 3.33
C 0.20 0.01 2.21
C 0.46 1.19 3.01
H 0.71 0.84 4.03
H -0.41 1.85 3.09
H 1.31 1.78 2.65
C 1.25 -0.88 1.59
C 2.67 -0.68 1.67
H 2.99 0.37 1.57
H 3.22 -1.26 0.91
H 3.00 -1.03 2.66
C -1.97 -2.66 0.60
H -2.43 -3.14 1.47
H -1.60 -3.45 -0.06
H -2.76 -2.10 0.06
C 1.21 -3.11 0.26
H 2.13 -2.82 -0.28
H 0.57 -3.64 -0.45
H 1.51 -3.83 1.04
C 2.04 4.47 -1.14
H 2.87 5.05 -0.72
C 1.61 4.74 -2.48
H 2.09 5.52 -3.06
C 0.54 3.98 -2.98
H 0.17 4.15 -3.99
C -0.04 3.02 -2.18
H -0.88 2.41 -2.51
C 0.44 2.80 -0.83
C -0.10 1.95 -0.01
H -0.76 2.25 0.80
C -1.65 -0.10 -1.38
C -3.43 0.45 -2.26
H -4.35 0.97 -2.37
C -2.89 -0.53 -3.05
H -3.20 -1.02 -3.95
N -1.67 -0.88 -2.45
C -0.76 -1.87 -2.99
C -1.12 -3.22 -2.89
C -0.21 -4.17 -3.41
H -0.46 -5.23 -3.33
C 0.98 -3.78 -4.03
C 1.97 -4.82 -4.52
H 2.96 -4.66 -4.08
H 2.09 -4.77 -5.62
H 1.64 -5.83 -4.26
C 1.27 -2.41 -4.16
H 2.18 -2.09 -4.66
C 0.39 -1.43 -3.65
C 0.67 0.03 -3.85
H 0.30 0.38 -4.82
H 1.75 0.25 -3.81
H 0.17 0.65 -3.08
C -2.40 -3.63 -2.24
H -3.15 -3.94 -2.97
H -2.83 -2.79 -1.68
H -2.24 -4.47 -1.53
N 3.76 2.31 0.61
C 3.92 1.48 -0.44
N 5.17 1.29 -0.92
S 2.63 0.64 -1.21
H 4.52 2.82 1.04
H 2.83 2.46 1.12
H 5.37 0.64 -1.72
H 5.98 1.73 -0.51
```

As for the net charge: -2. The value obtained for the maximum force is 8.09 eV Å⁻¹. The HOMO-LUMO gap (alpha / beta) is 5.578 / 2.119 eV. The calculation puts the HOMO energy (alpha / beta) at -0.04470 / 0.08466 Ha.

# 3
Computed, not measured: a structure of composition C29H37CdN6OSTe at a distorted geometry, with ωB97M-V/def2-TZVPD.

The geometry in XYZ format:
```
76
C29H37CdN6OSTe | the OMol25 dataset | ωB97M-V/def2-TZVPD
Cd -0.89 0.94 0.32
N 0.35 0.46 2.59
C -0.47 0.75 3.76
C -1.21 2.08 3.54
N -2.05 2.05 2.35
C -3.42 1.58 2.53
C -3.58 0.09 2.20
N -3.18 -0.16 0.81
H 0.85 -0.41 2.73
H 1.06 1.20 2.52
H 0.14 0.84 4.67
H -1.18 -0.06 3.91
H -0.45 2.85 3.40
H -1.78 2.32 4.45
H -2.08 3.00 1.97
H -4.08 2.15 1.87
H -3.76 1.74 3.56
H -4.62 -0.19 2.39
H -2.94 -0.52 2.85
H -3.86 0.28 0.19
H -3.20 -1.16 0.63
C 4.34 0.51 -4.45
C 3.63 1.26 -3.37
C 2.93 2.43 -3.64
C 2.27 3.13 -2.65
C 1.50 4.36 -3.02
C 2.27 2.63 -1.33
C 1.57 3.35 -0.28
O 1.02 2.84 0.69
C 2.96 1.43 -1.05
C 3.06 0.87 0.34
C 3.64 0.79 -2.07
H 4.37 1.08 -5.38
H 3.84 -0.44 -4.64
H 5.36 0.28 -4.15
H 2.91 2.81 -4.65
H 1.59 4.55 -4.09
H 1.88 5.24 -2.49
H 0.44 4.25 -2.78
H 1.54 4.45 -0.40
H 3.11 1.66 1.09
H 3.94 0.24 0.42
H 2.18 0.26 0.56
H 4.19 -0.11 -1.83
Te -2.00 2.85 -1.20
C -1.62 2.11 -3.14
C -0.58 1.37 -3.60
C -0.63 1.17 -5.00
C -1.70 1.77 -5.57
S -2.68 2.59 -4.42
H 0.21 1.01 -2.96
H 0.11 0.61 -5.54
H -1.99 1.79 -6.61
C 0.60 -3.14 -1.90
C 0.08 -1.89 -1.58
N -0.16 -1.51 -0.32
C 0.08 -2.38 0.65
C 0.60 -3.66 0.44
C 0.87 -4.03 -0.87
C 0.95 -4.55 1.54
C 0.31 -4.74 2.70
C -1.01 -4.27 3.08
C -1.44 -4.37 4.40
C -2.71 -3.90 4.69
N -3.51 -3.42 3.74
C -3.03 -3.42 2.51
N -1.82 -3.79 2.14
H 0.78 -3.40 -2.93
H -0.14 -1.17 -2.35
H -0.12 -2.03 1.65
H 1.28 -5.01 -1.08
H 1.87 -5.10 1.37
H 0.79 -5.37 3.44
H -0.81 -4.79 5.17
H -3.11 -3.91 5.69
H -3.70 -3.09 1.73
```

As for the net charge: +1. Its energy above the lowest of the compared OMol25 structures with the same formula, charge and spin is 14.9 kcal/mol. The value obtained for the maximum force is 1.01 eV Å⁻¹. The HOMO-LUMO gap is 6.577 eV. The calculation puts the HOMO energy at -0.35147 Ha.